[1]
# C40H49FN8NaO4

A molecular structure, C40H49FN8NaO4 (ωB97M-V/def2-TZVPD, the OMol25 dataset).

CARTESIAN COORDINATES (ANGSTROEM)
Na (-0.85895, -1.82791, 0.45395)
C (-3.65324, 5.65362, 1.12895)
C (-3.96400, 4.69165, -0.00795)
N (-3.01669, 3.58007, -0.07942)
C (-3.35014, 2.39514, 0.49864)
C (-2.57265, 1.28585, 0.58067)
C (-3.22225, 0.08526, 1.32168)
O (-4.42546, 0.21865, 1.57037)
O (-2.46763, -0.88073, 1.56777)
C (-1.25607, 1.32501, -0.00567)
O (-0.42440, 0.41276, -0.04158)
C (-0.89308, 2.62703, -0.62770)
C (0.36857, 2.73959, -1.21741)
C (0.73752, 3.91552, -1.79878)
F (1.96368, 4.03971, -2.37948)
C (-0.11320, 5.02441, -1.82422)
C (-1.35848, 4.92280, -1.24768)
C (-1.77006, 3.72101, -0.64556)
N (0.27929, 6.26292, -2.44055)
C (0.48139, 6.16011, -3.87764)
C (0.58396, 7.54860, -4.47345)
N (1.72339, 8.27517, -3.80488)
C (1.54449, 8.32700, -2.30882)
C (1.40642, 6.91166, -1.78796)
H (-4.38544, 6.46096, 1.15085)
H (-2.66043, 6.09307, 1.02405)
H (-3.69196, 5.13159, 2.08492)
H (-3.98574, 5.20138, -0.97217)
H (-4.94908, 4.25095, 0.13085)
H (-4.34172, 2.32410, 0.93137)
H (1.02332, 1.87765, -1.20036)
H (-1.99745, 5.79329, -1.27381)
H (-0.37516, 5.65776, -4.32549)
H (1.37857, 5.57733, -4.13881)
H (-0.31294, 8.13263, -4.27556)
H (0.78677, 7.52502, -5.54227)
H (1.81381, 9.21782, -4.18344)
H (2.59541, 7.78358, -4.01558)
H (0.64182, 8.90698, -2.12572)
H (2.40850, 8.83807, -1.88877)
H (1.21990, 6.95972, -0.71575)
H (2.35184, 6.36728, -1.93547)
C (1.76300, -5.55641, 0.38302)
C (2.12003, -4.74377, -0.83224)
C (2.56155, -5.36060, -1.99944)
C (2.89421, -4.61443, -3.11897)
C (2.77071, -3.23222, -3.08371)
C (2.33156, -2.57875, -1.93923)
C (2.18740, -1.08539, -1.88744)
C (2.02677, -3.34799, -0.81129)
N (1.53025, -2.70256, 0.34408)
C (2.24570, -2.57524, 1.38334)
C (3.69650, -2.95758, 1.48317)
C (1.58354, -2.03432, 2.63591)
C (2.47455, -1.55867, 3.74909)
N (0.31948, -2.08909, 2.67186)
C (-0.41866, -1.69848, 3.81890)
C (-0.55891, -0.35898, 4.18146)
C (0.10653, 0.73496, 3.39450)
C (-1.36612, -0.05902, 5.27247)
C (-2.01368, -1.05505, 5.98292)
C (-1.87597, -2.37760, 5.59263)
C (-1.09184, -2.71547, 4.49935)
C (-0.97397, -4.13784, 4.02750)
H (1.58636, -6.59741, 0.11179)
H (0.86856, -5.16589, 0.87100)
H (2.56906, -5.54675, 1.12165)
H (2.65394, -6.44093, -2.02036)
H (3.24423, -5.10713, -4.01693)
H (3.01854, -2.64457, -3.95967)
H (2.41675, -0.64620, -2.85802)
H (2.86235, -0.65007, -1.14564)
H (1.17030, -0.80716, -1.60529)
H (4.06924, -3.33741, 0.53500)
H (3.83944, -3.71956, 2.25236)
H (4.29477, -2.09434, 1.77864)
H (3.07985, -0.71335, 3.41415)
H (3.16382, -2.34724, 4.05462)
H (1.88707, -1.25544, 4.61173)
H (0.06769, 0.52315, 2.32640)
H (1.15605, 0.86001, 3.67824)
H (-0.39603, 1.68527, 3.57595)
H (-1.49963, 0.97891, 5.55403)
H (-2.64322, -0.79998, 6.82510)
H (-2.40138, -3.15949, 6.12779)
H (-1.67246, -4.77967, 4.56280)
H (0.03400, -4.53399, 4.17628)
H (-1.18357, -4.19462, 2.95592)
C (-0.96182, -7.08597, -2.48582)
N (-1.24351, -5.73427, -2.06153)
C (-0.87714, -4.55763, -2.82866)
C (-1.06220, -3.46004, -1.78757)
O (-0.91748, -2.26973, -1.98709)
N (-1.39825, -4.02642, -0.58171)
C (-1.46531, -5.32889, -0.79369)
N (-1.73319, -6.19586, 0.19681)
H (-1.06366, -7.14026, -3.56750)
H (-1.68174, -7.78593, -2.06139)
H (0.04989, -7.39937, -2.21354)
H (-1.52951, -4.40468, -3.68899)
H (0.16565, -4.58380, -3.15426)
H (-2.05898, -5.79624, 1.06108)
H (-1.98352, -7.14662, -0.00368)

The spin multiplicity is 1. As for the HOMO-LUMO gap: 6.2580 eV. The charge is +1. The relative energy (zero: lowest compared OMol25 entry of this formula, charge and spin) comes out at 6.43 kcal per mole. The value obtained for the lowest unoccupied orbital energy is -3.03 eV.

[2]
# C9H22N4

A gas-phase ion, C9H22N4 (charge +2) at a distorted geometry (ωB97M-V/def2-TZVPD, the OMol25 dataset).

CARTESIAN COORDINATES (ANGSTROEM)
C (-0.10017, 0.59540, 0.49886)
C (-0.49993, 2.89455, 2.42892)
C (1.62032, 1.99457, 3.01459)
C (1.55710, 3.54350, 1.06146)
C (-0.18975, -3.43146, -1.25571)
C (-2.44360, -2.62913, -1.73181)
C (-0.40951, -1.71229, -3.05610)
C (0.80792, 2.41038, 1.77022)
C (-0.98176, -2.25051, -1.75183)
N (0.15922, -0.48790, -0.28701)
N (0.83423, 1.17764, 1.12369)
N (1.26829, -0.96176, -0.70864)
N (-0.90538, -1.00956, -0.87302)
H (-1.06670, 1.10937, 0.35261)
H (-0.26752, 3.94702, 2.61747)
H (-1.33235, 2.84339, 1.79205)
H (-0.72844, 2.29059, 3.34504)
H (1.60778, 2.77427, 3.70525)
H (2.70537, 1.89854, 2.67499)
H (1.37123, 1.16864, 3.64858)
H (0.80240, 3.86793, 0.34100)
H (1.81396, 4.28134, 1.76322)
H (2.45818, 3.30286, 0.62910)
H (-0.16454, -3.63813, -0.19127)
H (-0.69349, -4.27180, -1.62789)
H (0.81898, -3.24830, -1.65382)
H (-2.83176, -2.89137, -0.80761)
H (-2.69702, -3.56118, -2.39377)
H (-3.00726, -1.90433, -2.32397)
H (-0.91861, -0.84692, -3.37200)
H (0.70897, -1.48192, -3.01245)
H (-0.57380, -2.48069, -3.85580)
H (1.15044, -2.02398, -1.03838)
H (2.05914, -0.57905, -0.18486)
H (-1.93191, -0.68970, -0.64110)

The spin multiplicity is 3. The expectation value of S² is 2.019. As for the HOMO-LUMO gap (spin up / spin down): 9.9353 / 4.1756 eV. The charge is +2. The value obtained for the lowest unoccupied orbital energy (spin up / spin down) is -6.90 / -13.12 eV.

[3]
# C6H9N3O

C6H9N3O in the gas phase at a distorted geometry (ωB97M-V/def2-TZVPD, the OMol25 dataset).

CARTESIAN COORDINATES (ANGSTROEM)
C (-1.55191, -0.53315, -0.40238)
C (-0.56259, -0.93966, 0.69503)
C (0.83694, -0.34180, 0.34463)
C (1.41981, 0.82897, 0.63448)
C (2.82088, -0.39578, -0.49295)
C (-1.48380, 0.99560, -0.54634)
H (-3.18164, -0.40234, 0.66097)
H (-3.03568, -1.70883, 0.29416)
H (-1.13740, -0.94517, -1.32316)
H (-0.88898, -0.76304, 1.70102)
H (-0.44866, -1.88336, 0.74669)
H (0.72063, 1.65694, 0.94962)
H (3.18131, 1.49972, -0.06816)
H (3.87517, -0.74542, -0.92488)
H (-0.60010, 1.38590, -1.28934)
N (-2.90452, -0.95371, -0.11567)
N (2.64933, 0.80648, 0.12485)
N (1.75220, -1.14323, -0.32151)
O (-2.22995, 1.65670, 0.00558)

The spin multiplicity is 1. As for the HOMO-LUMO gap: 9.6763 eV. The relative energy (zero: lowest compared OMol25 entry of this formula, charge and spin) comes out at 76.24 kcal per mole. The value obtained for the lowest unoccupied orbital energy is 0.82 eV.

[4]
# C14H24ClN5O6V

A molecular structure, C14H24ClN5O6V at a distorted geometry (ωB97M-V/def2-TZVPD, the OMol25 dataset).

CARTESIAN COORDINATES (ANGSTROEM)
O (-0.46078, -2.34604, -3.00390)
H (-0.96827, -2.06958, -3.81869)
V (-0.49080, -0.03000, 0.01685)
N (-0.90679, 1.31319, -1.54459)
N (1.26601, 0.25310, -1.28612)
N (-1.53531, -0.99639, 1.44597)
N (0.91177, -0.99337, 1.27941)
O (-1.99030, 1.97224, -1.45918)
O (-2.95844, -1.16536, 1.45925)
O (2.27389, -0.95037, 1.19001)
O (2.41633, -0.42530, -1.22727)
C (1.16907, 0.94656, -2.45173)
C (-0.11724, 1.44408, -2.65268)
C (-0.94931, -1.60527, 2.47900)
C (0.46161, -1.52045, 2.43654)
C (-0.61242, 1.97503, -3.94918)
H (-0.95381, 1.16779, -4.62212)
H (0.14678, 2.53235, -4.51116)
H (-1.48041, 2.61767, -3.81066)
C (2.34448, 1.03642, -3.36459)
H (2.72857, 0.04712, -3.64965)
H (3.17752, 1.59717, -2.90490)
H (2.09720, 1.54688, -4.29989)
C (-1.73085, -2.26552, 3.53959)
C (1.37667, -2.05498, 3.48388)
H (-2.66983, -2.66607, 3.16640)
H (-1.94227, -1.56477, 4.35198)
H (-1.13270, -3.08166, 3.95490)
H (2.41981, -1.88681, 3.19604)
H (1.20606, -3.13493, 3.63053)
H (1.17467, -1.56340, 4.44964)
H (-3.24783, -0.87877, 0.56132)
H (2.39308, -0.77710, 0.13418)
C (0.33840, -3.43454, -2.80863)
H (0.98458, -3.69000, -3.66809)
H (-0.20481, -4.34371, -2.48757)
H (1.03615, -3.08220, -1.99505)
O (-1.62144, -1.18551, -1.16970)
H (-1.03004, -1.61403, -1.97338)
H (-2.16531, -1.86540, -0.72053)
Cl (-2.40962, 3.65302, 3.69275)
C (-1.08815, 3.19006, 2.70621)
C (0.05452, 3.98631, 2.64317)
C (1.11632, 3.54137, 1.85364)
C (0.98678, 2.33932, 1.15308)
N (-0.14114, 1.61393, 1.17539)
C (-1.16283, 2.02200, 1.95199)
H (0.10765, 4.91572, 3.20677)
H (2.03260, 4.12061, 1.72605)
H (1.80189, 1.95009, 0.53684)
H (-2.05175, 1.40953, 1.95786)

The spin multiplicity is 4. The expectation value of S² is 4.157. As for the HOMO-LUMO gap (spin up / spin down): 5.9943 / 5.9076 eV. The relative energy (zero: lowest compared OMol25 entry of this formula, charge and spin) comes out at 0.00 kcal per mole. The value obtained for the lowest unoccupied orbital energy (spin up / spin down) is 0.06 / -0.23 eV.

[5]
# C24H35N11O4Zr

A molecular structure, C24H35N11O4Zr (ωB97M-V/def2-TZVPD, the OMol25 dataset).

CARTESIAN COORDINATES (ANGSTROEM)
Zr (0.04983, -0.29265, 0.13309)
C (3.08942, 1.04457, 0.93689)
O (1.64823, 1.19440, 1.05308)
C (1.31601, 2.11648, 2.11783)
C (-0.16388, 2.34166, 2.00701)
O (-0.72314, 1.01369, 1.89067)
C (-2.12811, 0.92721, 2.22302)
C (-2.37637, -0.53446, 2.48444)
O (-1.68597, -1.27771, 1.45497)
C (-1.83856, -2.70387, 1.71366)
H (3.54749, 2.02909, 0.85300)
H (3.29067, 0.47222, 0.03781)
H (3.47340, 0.52970, 1.81800)
H (1.87141, 3.04610, 1.98244)
H (1.58710, 1.67191, 3.07870)
H (-0.43648, 2.91419, 1.11497)
H (-0.57665, 2.83928, 2.88491)
H (-2.71505, 1.31990, 1.39204)
H (-2.32515, 1.51496, 3.12012)
H (-3.44205, -0.77074, 2.45948)
H (-1.97874, -0.82960, 3.45894)
H (-2.89109, -2.97386, 1.62294)
H (-1.49418, -2.93015, 2.72283)
H (-1.24524, -3.23976, 0.98197)
N (1.07767, 2.79324, -3.02562)
C (0.71754, 2.17909, -1.92063)
N (0.96828, 0.91057, -1.65616)
C (1.70085, 0.17598, -2.59249)
N (2.09766, -1.02381, -2.27423)
N (1.83237, -1.26417, -0.94353)
C (2.47571, -2.23046, -0.40246)
C (2.24205, -2.47948, 1.00588)
C (2.96666, -3.41136, 1.72611)
C (2.73986, -3.52336, 3.09605)
C (1.79987, -2.69630, 3.68712)
C (1.08842, -1.81002, 2.88947)
N (1.28072, -1.70047, 1.57086)
C (2.03847, 0.77146, -3.86350)
C (2.72337, 0.07732, -4.86860)
C (3.06616, 0.72688, -6.03469)
C (2.74820, 2.07601, -6.21693)
C (2.08416, 2.78690, -5.23391)
C (1.73494, 2.12463, -4.06611)
H (0.89044, 3.78414, -3.12658)
H (0.18232, 2.77114, -1.18860)
H (3.19345, -2.81085, -0.97537)
H (3.71079, -4.02391, 1.23539)
H (3.29897, -4.23711, 3.68643)
H (1.60703, -2.73377, 4.75014)
H (0.33625, -1.16116, 3.32265)
H (2.99038, -0.95769, -4.71291)
H (3.59811, 0.19752, -6.81298)
H (3.03286, 2.57381, -7.13392)
H (1.84916, 3.83454, -5.37163)
N (0.11018, -4.02870, -4.06957)
C (-1.15242, -4.17378, -3.68232)
N (-1.94489, -5.04622, -4.26958)
N (-1.71292, -3.43502, -2.69116)
C (-1.12312, -2.69856, -1.86412)
N (-0.74134, -1.95050, -1.03343)
H (0.50817, -4.59685, -4.80227)
H (0.68934, -3.30710, -3.67330)
H (-1.63830, -5.63661, -5.02866)
H (-2.89169, -5.15539, -3.93934)
C (-4.93018, -0.55176, -1.53121)
N (-3.56385, -0.41451, -1.02012)
C (-2.79564, 0.64624, -1.22138)
N (-3.26247, 1.68328, -1.91107)
O (-1.60077, 0.69387, -0.73875)
H (-5.34529, -1.48409, -1.16195)
H (-4.93575, -0.57665, -2.62104)
H (-5.55627, 0.26311, -1.16747)
H (-3.12545, -1.18328, -0.53813)
H (-4.19426, 1.69936, -2.29542)
H (-2.69861, 2.50960, -2.00707)

The spin multiplicity is 1. As for the HOMO-LUMO gap: 6.9428 eV. The charge is +4. The relative energy (zero: lowest compared OMol25 entry of this formula, charge and spin) comes out at 1.92 kcal per mole. The value obtained for the lowest unoccupied orbital energy is -11.74 eV.